123
Properties=species:S:1:pos:R:3:mulliken_charge:R:1 method="wB97M-V/def2-TZVPD" lumo_energy_ev=-1.669 gap_ha=0.3097 total_charge=0 e_homo_ev=-10.096 e_tot_ev=-124168.7198 smiles="CCCCCCCCCCCCCc1c(B(N)O)c2c(c(O)c1S(=O)(=O)C(F)(F)F)C(=O)NC2=O.CCOC(=O)C(F)(F)F.CCOC(=O)C(F)(F)F.CCOC(=O)C(F)(F)F.CCOC(=O)C(F)(F)F"
S -0.515 0.252 -5.406 1.3605
F -17.589 4.410 -3.452 -0.2419
F -17.473 6.109 -2.128 -0.2525
F 9.908 -3.838 7.927 -0.2672
F -9.640 3.976 3.382 -0.2516
F 6.494 -1.860 1.372 -0.2158
F 6.617 -0.164 2.699 -0.2967
F -11.022 2.352 3.723 -0.2663
F -15.829 5.653 -3.454 -0.2463
F 1.967 -0.754 -5.036 -0.1397
F 8.262 -0.630 1.383 -0.2761
F 0.221 -2.057 -4.379 -0.2403
F -11.652 4.096 2.619 -0.2181
F 8.950 -4.989 6.375 -0.2324
F 9.574 -5.953 8.196 -0.2717
F 0.772 -1.851 -6.486 -0.2466
O -8.990 1.994 1.687 -0.3574
O -3.697 0.115 -5.727 -0.4942
O 0.159 1.548 -5.363 -0.5917
O -16.532 3.132 -1.259 -0.5052
O -5.317 -0.340 0.055 -0.5152
O -6.472 0.070 -4.416 -0.4883
O -1.104 0.125 -6.740 -0.6985
O -10.807 2.569 0.497 -0.4993
O 7.529 -3.153 3.567 -0.5241
O 6.690 -4.186 7.719 -0.5115
O 8.954 -1.440 3.855 -0.3106
O -15.120 4.858 -0.985 -0.3366
O -1.019 -1.274 0.280 -0.6837
O 7.724 -4.656 9.657 -0.3102
N -6.155 -0.493 -2.116 -0.2425
N -2.630 0.441 1.046 -0.5161
C -2.405 -0.174 -1.600 -0.0626
C 7.439 -3.311 -1.145 -1.0406
C 0.098 0.095 -2.221 -0.1723
C 6.424 2.112 -2.665 -0.8965
C 0.333 1.525 -1.567 -0.3064
C -16.140 4.221 -1.567 0.3435
C 7.931 -2.067 3.265 0.2606
C -3.224 0.037 -4.416 -0.3825
C -5.113 -0.359 -1.120 0.2918
C 7.325 -1.182 2.175 1.0084
C 6.472 -1.034 -4.170 -0.8845
C -1.398 0.001 -2.669 0.1028
C -3.809 -0.222 -1.971 0.3801
C -10.623 3.259 2.812 0.9047
C 7.663 -4.524 8.329 0.3119
C -5.791 -0.153 -3.471 0.1618
C 6.546 1.623 -4.159 -0.7002
C 5.742 0.317 -4.520 -0.0564
C -13.505 3.117 -0.439 -0.8430
C -16.759 5.097 -2.657 0.8896
C -14.470 4.157 0.091 -0.2138
C 1.878 1.852 -1.417 -0.9589
C -4.234 -0.098 -3.382 0.1611
C -7.835 2.239 -0.443 -0.8754
C 5.544 -5.515 10.314 -1.1029
C 9.590 -2.150 4.932 -0.0326
C 3.938 3.020 -2.563 -0.9006
C 2.509 2.392 -2.756 0.0100
C 4.995 1.967 -2.029 -0.2795
C -1.782 0.088 -4.092 0.1697
C 10.547 -3.197 4.401 -1.2074
C -8.467 1.284 0.548 -0.1834
C -10.172 2.587 1.515 0.3519
C 9.024 -4.830 7.702 0.9872
C 6.516 -4.354 10.376 -0.2047
C 0.717 -1.182 -5.304 0.7769
C 6.364 -2.658 -2.100 -0.5473
C 6.835 -1.227 -2.645 0.1100
B -2.025 -0.318 -0.041 0.6590
H 6.067 -3.432 10.003 0.3179
H -14.031 2.340 -0.998 0.3673
H 5.103 2.171 -0.923 0.4029
H 8.330 -3.628 -1.737 0.3948
H 4.708 0.268 -4.100 -0.2263
H 6.807 -4.175 11.411 0.3157
H 0.397 -0.743 -1.549 0.4125
H 5.745 -1.859 -4.429 0.3946
H -12.965 2.647 0.375 0.1899
H -0.099 1.605 -0.537 0.3168
H 2.606 1.513 -3.456 -0.2616
H 10.141 -1.408 5.509 0.3326
H -9.247 0.678 0.083 0.3054
H -13.923 4.907 0.663 0.2892
H 6.660 3.216 -2.658 0.4203
H 5.465 -2.459 -1.446 0.2081
H -15.210 3.716 0.763 0.3254
H -6.393 -1.491 -2.175 0.3797
H 8.843 -2.586 5.597 0.1763
H 11.084 -3.679 5.218 0.3630
H 6.379 -0.480 -1.958 -0.1172
H 7.959 -1.253 -2.572 0.2468
H 11.271 -2.743 3.720 0.3861
H -8.574 2.925 -0.860 0.3993
H -3.409 1.009 0.716 0.2277
H 4.296 3.372 -3.566 0.3200
H 3.862 3.853 -1.819 0.4075
H 5.218 -5.703 9.290 0.3179
H 7.736 -2.569 -0.360 0.0840
H -7.074 2.851 0.047 0.2820
H 6.936 -4.145 -0.592 0.3688
H -7.711 0.598 0.929 0.2744
H -2.948 -0.254 1.731 0.2317
H 10.018 -3.967 3.836 0.3059
H 6.019 -6.431 10.670 0.3035
H -12.789 3.573 -1.124 0.2518
H 0.798 0.064 -3.099 -0.6343
H 6.007 -3.337 -2.912 0.3731
H -1.313 -1.772 1.061 0.3077
H 1.835 3.187 -3.181 0.4508
H -3.664 -0.815 -6.030 0.3156
H 2.454 1.017 -0.946 0.2791
H 5.618 0.325 -5.642 0.3578
H 6.257 2.424 -4.893 0.3605
H 7.169 1.642 -1.975 0.3181
H 7.635 1.409 -4.359 0.3566
H 4.663 -5.311 10.924 0.3689
H -7.374 1.690 -1.264 0.0751
H 4.609 0.911 -2.083 0.1522
H 1.931 2.711 -0.683 0.3893
H -0.184 2.316 -2.179 0.4055
H 7.344 -1.192 -4.864 0.2675